C24H30F2N4O2 | ωB97M-V/def2-TZVPD

Values from the calculation:
total charge: 0
SMILES: O=C(NCCCN1CCN(CCCNC(=O)c2ccccc2F)CC1)c1ccccc1F
LUMO level: 0.5 eV
2S+1: 1
ΔE to the lowest compared entry with this formula, charge and spin: 1.8 kcal per mole
HOMO-LUMO gap: 0.3380 Ha

The geometry in XYZ format:
```
62
Properties=species:S:1:pos:R:3:nbo_charge:R:1
O -1.43332 3.08114 1.72376 -0.633
C -1.65707 2.27790 2.61000 0.673
N -2.75873 1.50005 2.64659 -0.602
H -2.85516 0.79360 3.35805 0.403
C -3.65774 1.41052 1.51794 -0.231
C -3.45827 0.11327 0.72916 -0.397
C -1.97831 -0.09266 0.39414 -0.231
N -1.78263 -1.05815 -0.67624 -0.449
C -0.49379 -1.71802 -0.55483 -0.216
C -0.27215 -2.69535 -1.70301 -0.235
N -0.33754 -1.98000 -2.96351 -0.472
C -1.66967 -1.42414 -3.10134 -0.220
C -1.89982 -0.42050 -1.97776 -0.230
H -2.90289 0.00023 -2.07101 0.201
H -1.17231 0.40187 -2.08533 0.177
H -1.74613 -0.90825 -4.06138 0.204
H -2.44403 -2.20909 -3.05860 0.172
C 0.09825 -2.76949 -4.10482 -0.209
C 1.62449 -2.86845 -4.19064 -0.409
H 1.88007 -3.47988 -5.05747 0.215
C 2.29363 -1.49828 -4.33734 -0.226
N 2.09040 -0.68094 -3.16658 -0.626
C 3.08650 -0.39066 -2.30933 0.660
O 4.25461 -0.67675 -2.50064 -0.634
C 2.65474 0.32160 -1.05961 -0.229
C 1.66082 1.29364 -1.00920 0.468
C 1.30457 1.92314 0.16988 -0.306
C 1.95684 1.57431 1.33968 -0.188
C 2.96052 0.61986 1.31848 -0.235
C 3.30944 0.00921 0.12833 -0.150
H 4.09948 -0.72541 0.08989 0.234
H 3.47473 0.35623 2.23033 0.215
H 1.68257 2.05996 2.26366 0.221
H 0.52460 2.66911 0.17130 0.253
F 1.01364 1.65575 -2.14205 -0.337
H 1.11553 -0.60640 -2.89213 0.433
H 1.88264 -0.97736 -5.20870 0.186
H 3.37225 -1.61656 -4.46759 0.239
H 2.02362 -3.36363 -3.30453 0.204
H -0.26574 -2.27252 -5.00835 0.196
H -0.33438 -3.78456 -4.08270 0.175
H 0.71270 -3.15157 -1.59141 0.208
H -1.03565 -3.49130 -1.65880 0.175
H -0.47748 -2.26539 0.39127 0.204
H 0.33452 -0.98803 -0.54272 0.173
H -1.46503 -0.46351 1.28416 0.205
H -1.52607 0.87726 0.13142 0.183
H -4.04585 0.17134 -0.18623 0.209
H -3.81978 -0.74110 1.30352 0.199
H -4.68914 1.48470 1.87504 0.199
H -3.43611 2.27099 0.88230 0.232
C -0.71872 2.14259 3.77055 -0.243
C -0.40047 0.93989 4.39038 0.474
C 0.53469 0.85923 5.40508 -0.305
C 1.17356 2.01231 5.82581 -0.177
C 0.88291 3.22546 5.22202 -0.230
C -0.04498 3.28426 4.19970 -0.144
H -0.26667 4.21574 3.70142 0.240
H 1.38729 4.12366 5.54285 0.222
H 1.90314 1.95939 6.61906 0.222
H 0.75168 -0.10052 5.84692 0.233
F -0.99879 -0.20975 3.99118 -0.342
```